Entry 1:
DFT (the ωB97M-V functional and the def2-TZVPD basis) results for a molecular structure, C2H5PSi at a distorted geometry.

Results
**Electronic energy**: -19314.8705 eV
**Energy above the lowest of the compared OMol25 structures with the same formula, charge and spin**: 3.227 eV
**Molecular weight**: 88.12 g mol⁻¹
**HOMO-LUMO gap (alpha / beta)**: 7.43 / 9.14 eV

Each line ends with the Mulliken charge.
Cartesian coordinates (Å):
C: -0.055 -0.231 0.973  -0.50
C: -0.126 -0.090 -0.608  -0.38
Si: 1.448 0.576 0.067  0.39
P: -1.414 0.789 0.241  -0.10
H: -0.281 -1.246 1.317  0.30
H: -0.534 -0.803 -1.218  0.48
H: 1.976 1.945 0.229  -0.07
H: 2.727 -0.050 -0.137  -0.10
H: -3.741 -0.891 -0.865  -0.01



Entry 2:
DFT (the ωB97M-V functional and the def2-TZVPD basis) results for 15 unconnected molecules or ions with the total composition C16H62N10O15 at a distorted geometry.

Results
**Electronic energy**: -63204.1960 eV
**Energy above the lowest of the compared OMol25 structures with the same formula, charge and spin**: 3.614 eV
**Molecular weight**: 634.73 g mol⁻¹
**HOMO-LUMO gap**: 8.13 eV

Each line ends with the Mulliken charge.
Cartesian coordinates (Å):
C: -3.602 2.029 1.939  -0.60
C: -2.707 1.287 2.990  -0.41
O: -2.547 -0.044 2.476  -0.76
H: -4.297 1.441 1.443  0.28
H: -3.010 2.456 1.119  -0.25
H: -4.212 2.848 2.397  0.45
H: -3.199 1.024 3.946  0.48
H: -1.774 1.746 3.157  0.09
H: -3.377 -0.515 2.620  0.41
C: -0.425 3.858 1.244  0.49
O: -0.044 3.258 2.428  -0.60
N: -0.542 3.197 0.184  -0.14
N: -0.674 5.094 1.114  -0.30
H: -0.582 2.178 0.281  -0.41
H: -0.873 3.724 -0.647  0.23
H: -0.525 5.631 2.020  0.37
H: -0.965 5.634 0.371  0.12
C: -3.505 -2.693 -3.475  0.43
O: -3.119 -3.222 -4.689  -0.84
N: -2.967 -1.573 -2.970  0.21
N: -4.473 -3.157 -2.800  -0.18
H: -2.058 -1.239 -3.366  -0.03
H: -3.321 -1.133 -2.056  -0.03
H: -5.022 -3.787 -3.302  0.23
H: -4.809 -2.677 -1.942  0.30
C: 2.789 2.817 -1.019  0.24
O: 2.005 2.854 -2.220  -0.83
N: 4.006 3.205 -0.923  -0.35
N: 2.205 2.475 0.103  -0.12
H: 4.205 3.855 -1.736  0.37
H: 4.412 3.465 0.005  0.30
H: 1.222 2.823 0.132  0.10
H: 2.668 2.442 1.010  0.22
C: 0.001 -0.101 0.080  -1.91
O: -0.980 -0.739 -0.596  1.34
N: 1.260 0.040 -0.315  1.21
N: -0.130 0.643 1.173  2.25
H: 1.539 -0.591 -1.106  0.49
H: 1.804 0.869 -0.030  -0.76
H: -1.064 0.568 1.652  -0.93
H: 0.533 1.286 1.703  -0.32
C: -0.448 0.895 -3.851  0.49
O: -1.142 2.083 -3.634  -0.76
N: 0.767 0.637 -3.418  -0.14
N: -1.054 -0.165 -4.381  -0.49
H: 1.202 1.351 -2.901  0.25
H: 1.065 -0.315 -3.216  0.19
H: -2.046 -0.079 -4.747  0.33
H: -0.444 -0.951 -4.668  0.16
C: -1.916 -4.387 -1.011  -0.19
O: -0.756 -5.068 -0.564  -0.60
H: -1.923 -3.403 -0.526  -0.12
H: -2.881 -4.928 -0.957  0.39
H: -1.630 -4.120 -2.043  0.17
H: -0.118 -5.256 -1.272  0.34
C: 6.250 1.530 0.621  -0.94
O: 4.894 1.464 1.112  -0.37
H: 6.976 1.190 1.395  0.29
H: 6.575 2.493 0.283  0.27
H: 6.356 0.794 -0.162  0.36
H: 4.248 1.584 0.429  0.21
C: 0.758 -2.749 -2.495  -0.45
O: 1.657 -1.700 -2.616  -0.67
H: 1.214 -3.727 -2.501  0.57
H: -0.008 -2.723 -3.272  0.26
H: 0.204 -2.685 -1.557  -0.43
H: 2.355 -2.043 -3.199  0.28
C: -4.151 -2.043 0.337  0.50
O: -5.197 -1.892 -0.593  -0.69
H: -3.194 -1.793 -0.111  -0.82
H: -4.166 -3.014 0.888  0.28
H: -4.221 -1.200 1.013  0.09
H: -5.991 -1.432 -0.087  0.39
C: -3.277 1.643 -1.567  -0.45
O: -3.464 0.268 -1.246  -0.50
H: -3.554 2.360 -0.794  0.24
H: -3.712 1.952 -2.534  0.31
H: -2.222 1.799 -1.636  -0.09
H: -2.563 0.193 -0.878  -0.03
C: 4.365 -1.439 0.100  -1.49
O: 4.815 -1.593 -1.268  -0.56
H: 5.026 -1.044 0.778  0.57
H: 4.084 -2.378 0.472  0.45
H: 3.492 -0.736 0.122  0.87
H: 5.474 -2.232 -1.240  0.30
C: 1.304 -2.957 0.881  -0.14
O: 1.830 -1.955 1.710  -0.68
H: 1.750 -2.781 -0.086  -0.02
H: 0.212 -2.869 0.768  -0.12
H: 1.563 -3.961 1.230  0.46
H: 1.524 -1.128 1.399  0.75
C: -0.205 0.288 5.046  -0.67
O: 0.750 -0.454 5.739  -0.59
H: 0.081 1.327 5.125  0.29
H: -1.162 0.206 5.444  0.46
H: -0.382 -0.045 4.029  0.15
H: 0.919 -1.270 5.316  0.36
C: 2.677 0.861 2.978  -0.40
O: 2.673 2.270 2.905  -0.65
H: 3.697 0.571 3.165  0.47
H: 2.613 0.483 1.905  0.22
H: 1.955 0.398 3.622  0.15
H: 2.675 2.573 3.858  0.35



energy above the lowest of the compared OMol25 structures with the same formula, charge and spin of number 1 (C2H5PSi)?
3.227 eV